DFT (ωB97M-V/def2-TZVPD) results for an isolated molecule of C4H6O2 at a distorted geometry.

Calculated values
Gap between HOMO and LUMO, eV: 10.3
LUMO energy, eV: 0.57
Total energy, hartree: -306.40726
Max |F|, eV/Å: 2.490
ΔE to the lowest compared entry with this formula, charge and spin, kJ/mol: 260.0
SMILES: CC(C=O)C=O

The geometry in ORCA input format:
```
! RIJCOSX wB97M-V def2-TZVPD def2/J DEFGRID3
* xyz 0 1
C -0.36946 -1.42655 -0.32062
C 0.11547 -0.07847 0.22102
C -0.48523 1.03052 0.97747
O 0.20404 2.03822 0.94571
C 0.81750 0.80929 -0.83258
O 1.92810 0.80262 -1.28064
H -1.17607 -1.86182 0.27538
H -0.69752 -1.40492 -1.37054
H 0.49399 -2.10312 -0.29704
H 0.54231 -0.17438 1.31720
H -1.37238 0.91397 1.60007
H -0.00074 1.45463 -1.23544
*
```

Results of the Löwdin charge analysis, in e, for atoms 1 through 8: -0.040 -0.262 -0.275 0.036 -0.271 0.084 0.077 0.086